No. 1
{"formula": "C4H10O2PS", "method": "ωB97M-V/def2-TZVPD", "energy_ev": -28528.7160, "e_above_lowest_ev": 4.287, "orbital_gap_ev": 6.95, "homo_ev": -2.990, "total_charge": -1, "species": ["S", "P", "O", "O", "C", "C", "C", "C", "H", "H", "H", "H", "H", "H", "H", "H", "H", "H"], "positions_angstrom": [[1.613, 0.956, -0.091], [-0.246, -0.093, -1.146], [1.246, 0.766, 1.363], [2.896, 0.141, -0.459], [-1.058, 1.164, 0.053], [-0.129, -1.486, 0.243], [0.561, -2.774, -0.125], [-0.964, 2.600, -0.496], [-0.582, 1.026, 1.037], [-1.149, -1.446, 0.707], [0.523, -3.260, 0.830], [0.000, -3.292, -0.939], [-1.412, 2.599, -1.404], [0.566, -1.050, 0.881], [0.061, 2.851, -0.557], [-2.040, 0.766, 0.299], [-1.477, 3.205, 0.215], [1.592, -2.673, -0.411]], "atomic_forces_ev_per_a": [[3.305, -1.444, -0.255], [0.649, -0.097, 2.552], [1.153, 0.114, -0.625], [-2.578, 1.244, 0.598], [-0.452, -1.238, -0.137], [-1.102, 1.655, -2.472], [-2.000, -0.420, -0.752], [0.042, -2.006, 3.003], [0.092, 0.386, -0.678], [0.899, -0.879, -0.286], [0.160, -1.347, 0.209], [0.499, -0.186, 0.729], [-1.398, 0.484, -2.948], [0.632, 1.162, 1.705], [0.940, 0.589, -0.158], [-0.851, 0.483, -0.620], [-0.353, 1.005, 0.303], [0.363, 0.495, -0.169]]}

---

No. 2
{"formula": "C4H10O2S", "method": "ωB97M-V/def2-TZVPD", "energy_ev": -19237.7539, "e_above_lowest_ev": 3.237, "orbital_gap_ev": 9.63, "homo_ev": -8.908, "total_charge": 0, "species": ["S", "O", "O", "C", "C", "C", "C", "H", "H", "H", "H", "H", "H", "H", "H", "H", "H"], "positions_angstrom": [[1.801, 0.129, 0.138], [2.561, -0.969, -0.483], [-2.041, -1.337, 0.542], [0.186, -0.144, -1.919], [0.319, 0.553, -0.813], [0.970, -0.531, 1.635], [-0.441, 1.713, -0.259], [-1.299, 1.847, -0.730], [1.226, 0.081, 2.549], [0.924, -1.089, -1.919], [-0.599, 1.567, 0.841], [-1.638, -0.782, -0.123], [-0.012, 2.696, -0.310], [-0.375, 0.160, -2.866], [-2.822, -1.826, 0.398], [1.307, -1.602, 1.879], [-0.067, -0.466, 1.440]], "atomic_forces_ev_per_a": [[0.149, 0.583, 1.291], [-0.131, -0.499, -0.419], [1.750, 0.549, 1.992], [1.266, -1.833, -1.755], [0.385, 0.300, 0.352], [1.584, -0.622, 1.478], [3.177, -0.501, 2.888], [-4.232, 0.116, -1.971], [-0.173, -0.449, -1.142], [-1.667, 2.151, -0.637], [-0.201, -0.014, -0.880], [-0.748, -0.367, -0.901], [1.084, 0.300, -0.215], [0.413, -0.702, 1.731], [-1.040, -0.231, -1.206], [-0.513, 1.581, -0.852], [-1.104, -0.362, 0.244]]}

---

No. 3
{"formula": "C4H10O2S", "method": "ωB97M-V/def2-TZVPD", "energy_ev": -19239.6360, "e_above_lowest_ev": 1.355, "orbital_gap_ev": 9.76, "homo_ev": -9.103, "total_charge": 0, "species": ["S", "O", "O", "C", "C", "C", "C", "H", "H", "H", "H", "H", "H", "H", "H", "H", "H"], "positions_angstrom": [[2.732, 0.741, -1.055], [-2.806, 1.079, 0.659], [0.815, -1.549, 2.799], [-1.279, -0.244, -0.703], [1.028, 0.437, -1.639], [-0.002, 0.549, -0.519], [-2.333, 0.024, 0.352], [1.637, -2.052, 2.796], [-1.671, -0.188, -1.724], [2.427, 1.989, -0.672], [-1.012, -1.298, -0.569], [0.797, -1.139, 3.667], [0.850, 1.161, -2.430], [-2.449, -0.866, 1.006], [0.460, 0.311, 0.417], [0.989, -0.565, -2.042], [-0.183, 1.609, -0.342]], "atomic_forces_ev_per_a": [[-0.329, 0.039, -0.063], [-0.331, 0.337, -0.405], [0.083, -0.095, -0.068], [0.001, -0.739, -0.515], [-0.065, -0.027, 0.316], [0.223, 1.418, 0.173], [1.242, -0.427, 0.757], [-0.052, 0.027, -0.081], [-0.129, 0.383, 0.094], [0.248, 0.018, 0.075], [-0.059, -0.004, -0.120], [-0.066, 0.094, 0.100], [-0.234, -0.198, -0.147], [-0.630, 0.034, -0.033], [0.339, -0.823, 0.578], [0.260, -0.259, -0.302], [-0.501, 0.222, -0.361]]}

---

No. 4
{"formula": "C4H10O2S2", "method": "ωB97M-V/def2-TZVPD", "energy_ev": -30075.1229, "e_above_lowest_ev": 1.105, "orbital_gap_ev": 9.49, "homo_ev": -8.889, "total_charge": 0, "species": ["S", "S", "O", "O", "C", "C", "C", "C", "H", "H", "H", "H", "H", "H", "H", "H", "H", "H"], "positions_angstrom": [[2.481, -1.259, 0.156], [-0.348, 2.253, 0.212], [2.570, 1.271, 0.777], [1.971, 0.841, -1.412], [0.101, 0.516, 0.247], [-0.745, -0.410, -0.582], [-1.975, -0.806, 0.231], [1.904, 0.453, -0.093], [-2.471, 0.082, 0.617], [3.448, -0.918, 1.007], [2.875, 0.783, -1.755], [-2.683, -1.362, -0.377], [-1.040, 0.078, -1.512], [0.088, 0.232, 1.302], [-0.162, -1.298, -0.836], [-0.346, 2.386, -1.109], [-1.680, -1.426, 1.074], [2.169, 2.153, 0.736]], "atomic_forces_ev_per_a": [[-0.079, 0.054, -0.072], [-0.216, 0.058, 0.398], [0.359, 0.071, 0.195], [0.067, 0.255, -0.528], [3.841, 0.206, -0.118], [-0.123, -0.011, 0.099], [0.037, -0.033, -0.256], [-3.599, -0.383, 0.405], [-0.098, 0.050, 0.012], [0.104, 0.012, 0.134], [-0.080, -0.080, 0.257], [-0.135, -0.093, -0.024], [0.090, -0.054, -0.039], [-0.017, 0.011, -0.047], [-0.018, -0.033, -0.059], [0.073, 0.022, -0.349], [-0.010, -0.069, 0.097], [-0.196, 0.017, -0.105]]}

---

No. 5
{"formula": "C4H10O2S2", "method": "ωB97M-V/def2-TZVPD", "energy_ev": -30073.4427, "e_above_lowest_ev": 2.785, "orbital_gap_ev": 9.17, "homo_ev": -8.716, "total_charge": 0, "species": ["S", "S", "O", "O", "C", "C", "C", "C", "H", "H", "H", "H", "H", "H", "H", "H", "H", "H"], "positions_angstrom": [[1.194, 0.154, 1.349], [0.961, -1.757, 1.179], [1.152, 0.228, -2.244], [-4.823, 5.645, -0.524], [0.566, -2.516, -0.379], [-0.415, 0.981, 1.537], [-0.183, -1.638, -1.377], [0.878, -1.013, -2.186], [-0.219, -3.172, -0.001], [1.550, -1.752, -2.847], [-1.064, 0.553, 0.898], [-4.661, 6.514, -0.899], [-1.072, -1.014, -0.869], [-4.244, 5.086, -1.094], [-0.865, -2.414, -1.951], [1.477, -3.077, -0.853], [-0.839, 0.990, 2.538], [-0.242, 2.082, 1.208]], "atomic_forces_ev_per_a": [[0.676, 2.341, -0.379], [0.124, -2.012, 2.068], [-1.165, -4.856, 0.347], [0.838, -0.704, -0.847], [0.052, -0.470, -0.846], [2.164, 2.960, 1.271], [-3.369, -1.343, 0.160], [1.934, 4.490, -2.433], [0.558, -0.765, -0.219], [-1.316, 1.216, 1.441], [-2.322, -1.311, -2.237], [-0.140, 0.327, 0.100], [2.658, -0.679, -1.033], [-0.695, 0.376, 0.746], [1.729, 1.536, 0.268], [-1.789, 0.979, 0.897], [0.294, -0.195, 0.172], [-0.230, -1.889, 0.523]]}

---

No. 6
{"formula": "C4H10O2S2", "method": "ωB97M-V/def2-TZVPD", "energy_ev": -30072.7071, "e_above_lowest_ev": 3.521, "orbital_gap_ev": 9.66, "homo_ev": -9.211, "total_charge": 0, "species": ["S", "S", "O", "O", "C", "C", "C", "C", "H", "H", "H", "H", "H", "H", "H", "H", "H", "H"], "positions_angstrom": [[3.785, -0.009, -0.761], [1.540, 1.545, 0.229], [2.686, 0.333, 0.469], [4.876, -0.784, -0.258], [-0.240, -0.130, 1.653], [-1.079, 1.599, 0.098], [-0.035, -0.503, -0.876], [-0.018, 0.517, 0.295], [-1.226, -0.473, 1.692], [0.486, -0.891, 1.774], [-0.068, 0.665, 2.471], [-1.027, -0.872, -1.100], [-1.076, 2.264, 1.002], [-2.193, 1.305, 0.129], [0.533, -1.506, -0.662], [-1.019, 2.021, -0.959], [0.356, -0.039, -1.670], [2.847, -1.166, -1.370]], "atomic_forces_ev_per_a": [[-3.175, -1.377, -1.903], [-0.324, -0.821, -0.001], [0.534, -0.232, 0.306], [0.956, -0.308, 1.039], [1.845, 2.744, 0.662], [-1.946, 0.480, -0.579], [-0.236, -3.048, 3.778], [-0.481, -0.212, -0.482], [-1.515, -0.814, 0.224], [0.515, -0.977, 0.431], [-0.383, -1.282, -1.116], [-0.523, 0.277, 0.037], [0.485, 0.244, -1.329], [1.739, -0.620, -0.008], [-0.573, 2.074, -0.178], [0.280, 0.308, 1.636], [1.451, 1.443, -3.327], [1.350, 2.122, 0.808]]}

---

No. 7
{"formula": "C4H10O3", "method": "ωB97M-V/def2-TZVPD", "energy_ev": -10451.2160, "e_above_lowest_ev": 0.000, "orbital_gap_ev": [3.30, 8.57], "spin_multiplicity": 2, "homo_ev": [0.774, -4.596], "total_charge": -1, "s2": 0.753, "species": ["O", "O", "O", "C", "C", "C", "C", "H", "H", "H", "H", "H", "H", "H", "H", "H", "H"], "positions_angstrom": [[-1.437, -0.350, -1.833], [2.185, 2.646, -1.337], [0.756, 0.238, -2.260], [0.229, -0.011, 0.041], [-1.001, -1.587, 1.828], [-0.885, -0.222, 1.122], [-0.356, -0.026, -1.307], [-1.811, -0.121, 0.555], [0.497, 1.059, 0.277], [-0.939, 0.608, 1.836], [1.097, -0.635, 0.315], [-1.326, -2.361, 1.144], [2.497, 1.871, -1.814], [1.813, 2.339, -0.499], [-0.054, -1.811, 2.298], [-1.633, -1.620, 2.735], [0.368, -0.017, -3.101]], "atomic_forces_ev_per_a": [[-1.157, -0.789, 0.200], [0.490, 0.743, 0.221], [-0.246, -0.304, 0.712], [-1.897, 0.770, 1.713], [0.484, 0.673, 0.737], [-1.230, -0.323, -0.457], [2.481, 0.807, -1.093], [-0.169, 0.140, -0.054], [0.728, -0.307, -0.177], [0.451, -0.197, 0.140], [0.358, -0.178, -0.456], [0.165, -0.239, -0.099], [-0.555, -0.295, 0.169], [-0.004, -0.309, -0.396], [0.693, -0.556, -0.312], [-0.425, 0.428, -0.650], [-0.166, -0.063, -0.198]]}

---

No. 8
{"formula": "C4H10O3", "method": "ωB97M-V/def2-TZVPD", "energy_ev": -10449.6172, "e_above_lowest_ev": 0.417, "orbital_gap_ev": 6.79, "homo_ev": 0.234, "total_charge": -2, "species": ["O", "O", "O", "C", "C", "C", "C", "H", "H", "H", "H", "H", "H", "H", "H", "H", "H"], "positions_angstrom": [[2.329, -0.110, 0.023], [4.275, 0.467, -1.363], [-3.812, -0.774, 0.599], [-0.067, -0.028, 0.572], [1.014, -0.237, -0.500], [-1.474, -0.107, 0.000], [-2.770, -0.076, 1.036], [0.118, 0.907, 1.122], [3.178, 0.047, -0.714], [-2.840, 1.035, 1.262], [-1.675, 0.726, -0.716], [0.063, -0.841, 1.292], [-1.702, -1.008, -0.587], [3.863, 1.295, -1.630], [0.887, -1.218, -1.004], [-2.272, -0.548, 1.922], [0.885, 0.469, -1.312]], "atomic_forces_ev_per_a": [[-0.651, -0.301, -0.054], [-0.174, -0.116, -0.270], [-0.585, 0.584, -0.083], [-0.002, -0.602, -0.427], [1.358, -0.046, 0.291], [-1.882, 0.761, -0.208], [2.448, -0.670, -0.697], [-0.035, -0.088, -0.254], [-0.229, 0.133, 0.515], [-0.551, -0.302, 0.079], [0.346, -0.260, 0.255], [-0.009, 0.003, 0.198], [0.493, -0.104, 0.241], [0.187, 0.147, -0.098], [-0.224, -0.024, 0.373], [-0.186, 0.239, 0.528], [-0.303, 0.644, -0.388]]}

---

No. 9
{"formula": "C4H10O3", "method": "ωB97M-V/def2-TZVPD", "energy_ev": -10451.4028, "e_above_lowest_ev": 1.841, "orbital_gap_ev": 10.54, "homo_ev": -9.800, "total_charge": 0, "species": ["O", "O", "O", "C", "C", "C", "C", "H", "H", "H", "H", "H", "H", "H", "H", "H", "H"], "positions_angstrom": [[0.843, -2.168, 1.290], [0.334, 2.554, 0.215], [0.984, -0.536, -3.239], [-1.246, 0.812, 0.413], [0.494, -1.104, 0.406], [-0.267, -0.073, 1.241], [-0.790, 2.242, 0.532], [0.001, -1.597, -0.484], [-0.879, -0.746, 1.842], [0.518, -2.989, 0.907], [-1.370, 3.009, 1.109], [-1.214, 0.579, -0.668], [1.459, 0.150, -3.729], [0.381, 0.475, 1.912], [1.624, -0.735, -2.545], [-2.284, 0.730, 0.783], [1.412, -0.603, 0.016]], "atomic_forces_ev_per_a": [[0.340, -0.264, -0.033], [-0.264, 0.099, -0.360], [0.534, 0.297, 0.009], [-0.142, 0.578, 0.069], [0.981, -0.007, -0.753], [-1.733, -1.437, -0.993], [1.000, 0.463, 0.873], [-0.154, 1.217, 0.871], [-0.140, 0.355, 0.401], [0.155, 0.106, 0.157], [-0.312, -0.476, -0.509], [-0.048, -0.147, 0.485], [-0.359, -0.106, -0.084], [0.231, 0.157, -0.134], [-0.197, -0.184, 0.119], [0.452, -0.128, -0.263], [-0.344, -0.524, 0.146]]}

---

No. 10
{"formula": "C4H10O3", "method": "ωB97M-V/def2-TZVPD", "energy_ev": -10450.3262, "e_above_lowest_ev": 2.917, "orbital_gap_ev": 10.45, "homo_ev": -9.972, "total_charge": 0, "species": ["O", "O", "O", "C", "C", "C", "C", "H", "H", "H", "H", "H", "H", "H", "H", "H", "H"], "positions_angstrom": [[-0.043, 3.916, -2.722], [-0.291, -1.014, -1.856], [-0.863, -1.468, 3.132], [0.354, -0.042, -1.414], [0.263, -1.334, 2.148], [0.986, -0.127, -0.039], [-0.204, -0.804, 0.803], [-0.815, -0.018, 1.190], [0.458, -2.377, 1.902], [1.234, 0.787, 0.393], [-0.690, -1.331, 0.094], [1.685, -0.915, -0.074], [-0.933, 3.746, -2.455], [-1.488, -2.047, 2.791], [1.150, -0.756, 2.439], [0.283, 4.342, -1.879], [0.289, 0.937, -1.821]], "atomic_forces_ev_per_a": [[1.227, 0.894, 1.671], [1.979, 2.572, 0.094], [3.577, 3.004, 0.354], [-1.880, -2.804, 0.765], [-1.800, -2.654, -1.016], [-3.185, -2.247, -0.476], [2.412, 3.977, 2.471], [-1.015, 1.047, -0.540], [1.230, -0.190, 0.583], [1.047, 1.407, 0.460], [-1.756, -2.630, -1.231], [1.621, -0.425, 0.071], [-1.171, -0.375, -0.165], [-1.550, -1.682, -1.227], [-0.728, -0.349, 0.882], [-0.063, -0.545, -1.479], [0.056, 1.001, -1.217]]}

---

No. 11
{"formula": "C4H10O3", "method": "ωB97M-V/def2-TZVPD", "energy_ev": -10452.2915, "e_above_lowest_ev": 0.952, "orbital_gap_ev": 11.18, "homo_ev": -10.402, "total_charge": 0, "species": ["O", "O", "O", "C", "C", "C", "C", "H", "H", "H", "H", "H", "H", "H", "H", "H", "H"], "positions_angstrom": [[-2.565, 2.080, -6.104], [-1.614, 1.801, -2.618], [0.640, 1.691, -2.511], [0.788, 1.769, -3.850], [-0.606, 1.330, -0.451], [0.000, 0.000, 0.000], [-0.610, 1.665, -1.958], [-1.657, 1.865, -6.416], [-0.225, 2.235, 0.060], [1.097, 0.084, -0.077], [1.785, 2.143, -4.140], [0.022, 2.398, -4.334], [-2.994, 1.205, -5.969], [-0.334, -0.837, -0.636], [-0.263, -0.227, 1.047], [0.679, 0.735, -4.219], [-1.708, 1.328, -0.354]], "atomic_forces_ev_per_a": [[0.505, -1.089, -0.300], [0.769, 0.070, 0.485], [-0.273, 0.378, 3.625], [-0.239, -0.348, -3.117], [-1.567, 0.926, -0.981], [0.645, 0.271, -0.273], [0.413, -0.895, -0.572], [-1.016, 0.171, 0.353], [0.014, -0.653, 0.025], [-0.376, -0.306, 0.092], [-0.358, -0.139, 0.500], [0.207, -0.197, 0.221], [0.517, 0.940, -0.084], [0.088, 0.372, 0.253], [0.070, 0.191, -0.467], [0.084, 0.367, -0.480], [0.516, -0.059, 0.721]]}

---

No. 12
{"formula": "C4H10O4", "method": "ωB97M-V/def2-TZVPD", "energy_ev": -12498.0398, "e_above_lowest_ev": 2.566, "orbital_gap_ev": 10.43, "homo_ev": -9.597, "total_charge": 0, "species": ["O", "O", "O", "O", "C", "C", "C", "C", "H", "H", "H", "H", "H", "H", "H", "H", "H", "H"], "positions_angstrom": [[-0.484, -0.687, -0.647], [-1.587, 1.062, 2.038], [0.316, 0.786, 0.888], [-1.338, 2.952, 0.798], [1.673, -1.120, 0.439], [0.704, -0.079, -0.109], [-1.539, 1.654, 0.898], [-0.315, -1.349, -1.885], [-1.970, 1.222, -0.002], [2.034, -1.784, -0.348], [-1.310, -1.619, -2.239], [1.183, 0.496, -0.921], [0.162, -0.697, -2.629], [1.167, -1.711, 1.203], [-0.568, 0.501, 1.787], [2.532, -0.618, 0.884], [-0.940, 3.255, 1.635], [0.279, -2.265, -1.791]], "atomic_forces_ev_per_a": [[0.143, 0.032, 0.025], [-0.418, 0.583, -0.416], [-0.558, -0.295, 0.088], [0.005, -0.272, 0.225], [-0.124, 0.028, -0.160], [0.037, -0.190, 0.197], [-0.033, 0.020, 0.808], [0.076, 0.079, 0.132], [0.266, -0.055, -0.026], [-0.006, -0.020, 0.013], [0.038, 0.015, 0.003], [-0.071, -0.031, 0.031], [-0.021, -0.016, 0.060], [0.011, 0.003, -0.003], [0.864, 0.114, -0.872], [-0.035, 0.005, -0.011], [-0.160, -0.050, -0.112], [-0.013, 0.050, 0.018]]}

---

Number 12 is which compound?
C4H10O4